Record 1
Entry from the Open Molecules 2025 dataset: a structure of composition C22H64F10N10O26S10 in a non-equilibrium geometry (ωB97M-V/def2-TZVPD).

```
! RIJCOSX wB97M-V def2-TZVPD def2/J DEFGRID3
* xyz 0 1
S 4.03928 -5.85016 0.02110
S -3.30585 2.23299 -0.82054
S -3.43467 3.59789 1.55111
S -5.22509 -2.16032 -2.20562
S -0.22269 -4.67767 1.79579
S 2.27810 2.81091 -4.43245
S 6.79459 -4.96519 -0.37198
S 0.97955 4.42669 -2.65547
S -3.50982 -1.05997 -3.99159
S -1.47384 -4.62209 4.27088
F -4.65947 2.78364 1.95645
F 0.74351 -5.90564 1.85765
F -5.60672 -3.27537 -3.29276
F 2.13617 5.59569 -2.44823
F 6.89974 -6.34589 -1.27838
F 3.56903 -5.51924 -1.43918
F -4.89085 2.09210 -0.89613
F -3.73000 0.51026 -3.60118
F 3.26127 3.66102 -5.34065
F -2.94110 -4.78625 4.37226
O -3.76536 4.96576 1.84467
O 7.12464 -3.94359 -1.32293
O -2.39663 2.99852 2.27594
O 2.24954 -0.48190 0.16751
O 2.97632 2.25897 -3.36173
O -2.96029 0.95173 -0.21377
O 1.58673 1.86380 -5.19886
O -0.94483 -5.82003 4.83500
O -1.00757 -3.41453 4.90397
O -1.22097 1.11293 -7.17849
O 1.02986 3.45799 -1.57299
O 0.67560 -3.75073 2.37964
O -0.21295 5.21149 -2.69064
O -6.18526 -1.08612 -2.30932
O -3.05301 0.26257 3.54585
O 4.73749 -5.07428 5.24983
O 3.01956 -5.12367 0.77641
O -0.53844 -4.48642 0.43320
O 1.62608 5.10249 1.42360
O -4.50709 -1.25777 -4.99017
O 4.15532 -7.29024 0.11678
O -2.85464 2.53445 -2.18509
O -5.12882 -2.83675 -0.91688
O -0.65143 8.41447 -0.22595
O 7.56929 -5.28205 0.78023
O -2.11098 -1.06921 -4.42991
N 1.23336 3.94997 -4.04908
N -3.66873 -1.76434 -2.59145
N -1.57630 -4.76113 2.65305
N 2.88647 -2.74216 -0.74391
N -3.33268 3.53001 -0.01224
N 2.44120 -5.08162 3.83774
N -3.87061 -1.40873 1.29786
N -1.18772 1.84096 -4.51297
N 5.27342 -4.86287 0.02498
N -1.17820 6.34507 0.99999
C 2.76810 4.38499 1.83697
C -0.24360 8.62428 -1.53791
C -2.46367 3.97252 -5.00767
C -4.47412 -1.29209 2.65381
C -0.39816 1.03253 -8.39002
C -5.29686 -2.50944 2.92886
C 2.74288 -6.32288 4.61413
C 2.33716 -7.75147 3.99447
C 4.25327 -6.40329 4.78458
C 1.61451 -0.80611 -1.02868
C 0.48255 4.34228 1.09878
C -0.49225 5.18466 0.29898
C 2.62752 -1.70853 -1.78417
C 5.31548 -5.08448 6.59054
C -2.51932 0.98811 4.65017
C 0.44855 8.03358 0.58782
C 2.26454 -2.27560 -3.15598
C -0.24553 7.29405 1.71416
C 1.45834 -0.02256 1.21224
C -3.56469 -0.98369 3.81777
C -1.57899 2.47088 -6.91007
C -2.16040 2.50145 -5.47982
H -1.11487 8.60097 -2.23583
H -3.39129 -0.58238 1.00380
H -6.19123 -2.36285 3.56110
H 0.52025 7.86923 -1.80775
H -4.19258 -0.95007 4.67245
H 2.99931 -2.30984 0.22822
H 1.39124 0.18033 -1.60904
H 0.47618 6.71873 2.33033
H 3.03313 3.55440 1.16426
H 2.19781 -3.47670 -0.55779
H 0.86740 0.82841 0.88851
H 5.73147 -4.11866 6.77648
H -0.28842 2.29249 -4.75803
H -5.71782 -2.92491 2.00815
H 6.10249 -5.81524 6.53332
H 1.43940 -2.89222 -3.01396
H -1.54148 2.11753 -3.56014
H 4.46063 -5.22753 7.35561
H 1.10781 8.87194 0.84569
H 2.06386 0.29146 2.02748
H 2.07431 -8.41911 4.84640
H 1.50808 -7.67538 3.36269
H 0.05069 5.67238 -0.53255
H -4.68073 -3.30026 3.45285
H -0.04195 3.94141 1.94416
H 0.77489 3.56697 0.42001
H -1.54548 4.53858 -4.94971
H 3.50917 -1.15259 -1.83057
H 1.51342 -4.72183 3.85776
H 4.59051 -7.14255 5.56853
H -3.05773 1.87363 -5.48843
H -3.28514 -2.23651 1.25407
H -3.34144 1.09078 5.31016
H -1.70245 6.90331 0.29275
H -0.96527 7.81111 2.31462
H -3.09358 4.41747 -5.71539
H 0.48631 1.65585 -8.19502
H 2.24134 -6.27862 5.54990
H 3.11666 -2.82825 -3.61424
H 2.74833 -5.14905 2.87291
H 3.21359 -8.14613 3.45355
H 1.11769 7.28464 0.10440
H 0.85688 -0.76184 1.63600
H -2.20561 1.90191 4.24619
H 3.65715 4.96775 1.95217
H -1.94727 5.98061 1.59114
H 2.06983 -1.33492 -3.76886
H -1.21172 0.84235 -4.68846
H 3.11408 -4.32984 4.25319
H 0.26764 9.61416 -1.70631
H 0.73756 -1.41954 -0.84138
H -1.33502 4.60897 -0.10359
H 4.72408 -6.64738 3.81241
H -0.80446 1.41247 -9.31815
H -2.89260 -1.80142 4.05146
H -4.54090 -1.58011 0.51633
H -2.93386 4.03547 -4.06142
H -5.05309 -0.43227 2.56759
H -2.20064 2.91155 -7.69771
H 3.80962 -3.17202 -0.82375
H -0.28167 -0.06506 -8.41601
H -0.73557 3.17190 -6.75583
H 2.60804 3.85178 2.77534
H -1.69574 0.39889 5.06801
*
```

The value obtained for the orbital gap is 10.127 eV.

Record 2
Entry from the Open Molecules 2025 dataset: a cluster of 12 separate species, C22H64F3O14S in total in a non-equilibrium geometry (ωB97M-V/def2-TZVPD).

```
! RIJCOSX wB97M-V def2-TZVPD def2/J DEFGRID3
* xyz -1 1
S 16.08384 -11.71278 -6.13998
F 17.18549 -9.37419 -5.88872
F 16.26958 -10.08124 -3.93873
F 18.19753 -10.82198 -4.76614
O 14.67345 -11.46596 -5.95734
O 12.32050 -10.53383 -5.22752
O 15.76349 -9.59578 -9.65352
O 21.35166 -10.64296 -8.67616
O 16.53177 -11.49850 -7.52155
O 13.90455 -14.97164 -6.22697
O 19.03198 -6.18757 -4.26693
O 13.47453 -7.39910 -0.97057
O 18.60715 -11.73600 -9.25478
O 14.41435 -14.90952 -2.25657
O 17.92502 -15.26008 -5.98527
O 16.51299 -13.06701 -5.70364
O 18.97855 -6.29483 -9.65250
O 12.57663 -9.95635 -8.19672
C 13.40677 -15.22333 -7.58128
C 11.92227 -15.67919 -7.53269
C 22.49494 -8.97738 -7.32944
C 14.09708 -8.21422 0.05149
C 15.60088 -14.76800 -3.02742
C 16.94915 -10.35859 -5.03676
C 20.80564 -7.30152 -3.25292
C 21.14853 -9.63496 -7.71645
C 16.30803 -16.11609 -3.05898
C 16.59340 -5.90984 -9.25373
C 10.93893 -8.29048 -8.63965
C 20.48347 -10.35804 -6.64434
C 15.16768 -8.95345 -0.66290
C 18.41451 -7.93824 -2.85315
C 14.27430 -16.32337 -8.22478
C 12.29936 -8.62303 -7.91456
C 13.41552 -7.62337 -8.38890
C 18.03577 -5.87851 -8.73469
C 13.03251 -9.16831 0.64654
C 19.37162 -6.76148 -3.05382
C 18.22545 -6.57003 -7.46421
C 16.35971 -13.70979 -2.17089
H 17.87168 -11.89907 -8.66424
H 12.12795 -8.60018 -6.83836
H 18.14097 -7.65188 -7.56699
H 13.54062 -7.88223 -9.44030
H 15.74297 -12.82365 -2.02089
H 13.23122 -10.79902 -5.35594
H 19.57803 -6.51310 -4.98627
H 14.34477 -7.63998 -7.81942
H 17.03230 -16.06178 -3.87174
H 16.50286 -5.62268 -10.30132
H 12.35686 -8.66493 1.33808
H 14.74811 -14.51594 -6.27531
H 16.00051 -5.27320 -8.59703
H 16.20618 -6.91230 -9.07137
H 17.28816 -13.46706 -2.68777
H 16.73266 -13.98795 -1.18518
H 11.80366 -16.40752 -6.73046
H 12.75526 -7.87633 -1.39068
H 17.37296 -7.64721 -2.71685
H 14.14384 -17.28887 -7.73602
H 10.14648 -9.03857 -8.61740
H 21.13355 -7.73147 -2.30649
H 14.01037 -16.39990 -9.27957
H 13.51131 -10.13029 -8.06361
H 23.09661 -9.64632 -6.71412
H 11.21269 -14.87890 -7.32261
H 15.75053 -9.59213 0.00078
H 16.86530 -16.34559 -2.15075
H 19.50171 -10.72773 -6.94026
H 12.57599 -9.80989 -0.10716
H 21.55544 -6.54915 -3.49754
H 20.60115 -8.79558 -8.14530
H 18.44482 -8.75185 -3.57787
H 10.54761 -7.31000 -8.36833
H 18.82001 -14.95903 -6.14211
H 18.78428 -10.79966 -9.16461
H 20.95559 -11.23394 -6.19936
H 22.95446 -8.57987 -8.23439
H 20.94377 -8.09750 -3.98464
H 14.50920 -7.57892 0.83548
H 19.38693 -5.92684 -2.35294
H 15.58502 -16.92581 -3.15755
H 14.73064 -9.61739 -1.40874
H 13.51158 -14.33447 -8.20341
H 13.59910 -9.86181 1.26793
H 18.58846 -8.46635 -1.91564
H 11.62683 -16.10825 -8.49015
H 15.76045 -8.18890 -1.16508
H 18.35667 -4.84610 -8.59592
H 13.06915 -6.58988 -8.39246
H 19.07987 -5.67323 -10.37703
H 14.23469 -14.00560 -1.98778
H 22.03642 -11.22536 -8.33923
H 15.33806 -16.08641 -8.20619
H 20.35822 -9.67840 -5.80143
H 17.59859 -6.21961 -6.64425
H 15.25279 -14.38764 -3.98776
H 19.27079 -6.40853 -7.20099
H 16.07220 -10.32070 -9.10999
H 16.56276 -9.19277 -9.99263
H 11.18171 -8.30304 -9.70219
H 17.43342 -14.46155 -5.79316
H 22.43493 -8.06408 -6.73751
H 11.81718 -11.12494 -5.78743
*
```

The value obtained for the orbital gap is 9.413 eV. For the energy above the lowest of the compared OMol25 structures with the same formula, charge and spin, the calculation gives 343.0 kJ/mol.

Record 3
Entry from the Open Molecules 2025 dataset: a structure of composition C22H66F2KN7O15S2 in a non-equilibrium geometry (ωB97M-V/def2-TZVPD).

```
! RIJCOSX wB97M-V def2-TZVPD def2/J DEFGRID3
* xyz 0 1
K -7.34757 7.08690 0.91753
S -6.27182 10.61841 2.04664
S -6.90613 10.79185 4.20495
F -5.93105 9.51525 0.90921
F -7.51421 9.76952 5.29369
O -7.29182 11.37756 1.31709
O -4.88006 11.20720 8.99861
O -11.38414 11.70331 4.38709
O -3.70476 8.16572 3.71256
O -11.78035 13.25644 2.25939
O -3.01752 11.13453 -2.68752
O -10.58959 11.23862 -1.47706
O -4.96442 11.20363 2.26544
O -6.47678 6.92208 3.74889
O -5.60599 14.22458 2.45313
O -3.79367 12.10607 6.47833
O -5.72177 11.29551 4.85282
O -9.11056 8.49946 2.67327
O -8.03888 11.72333 4.03164
O -1.84322 10.35229 -0.43743
N -8.44609 10.59434 -1.30287
N -2.91003 8.88587 0.90183
N -1.62692 10.28645 1.76632
N -9.50035 10.26461 -3.13092
N -5.80389 15.85834 0.92744
N -6.72229 9.57644 3.00964
N -6.93388 14.08242 0.64438
C -3.82755 9.07341 9.36227
C -2.99329 13.87029 5.02893
C -4.49780 14.23690 7.03544
C -6.01834 9.29886 8.07704
C -10.58355 13.90010 2.06934
C -5.13205 9.85714 9.21297
C -2.88658 7.94869 5.90654
C -6.74139 6.54268 5.08561
C -10.52792 14.38349 0.67549
C -12.14909 11.70395 5.52343
C -11.24155 8.79355 1.82616
C -9.88008 9.39496 1.97240
C -6.30819 5.06688 5.22723
C -3.77108 12.25511 -2.35181
C -9.57850 10.70783 -1.90900
C -6.04079 14.64531 1.41152
C -2.11072 9.88743 0.65153
C -3.06230 8.91625 4.72190
C -4.92322 11.68501 -1.53020
C -11.45304 12.65167 6.54842
C -8.27537 6.55174 5.26914
C -3.30032 13.43240 6.46173
H -2.08073 9.21563 4.35448
H -3.88423 7.77107 6.30810
H -10.37686 14.81076 2.63155
H -9.49586 14.62961 0.42571
H -12.09418 12.74180 7.42529
H -11.73745 12.64273 2.99635
H -5.46373 9.30940 7.13875
H -4.46495 11.29406 8.13737
H -4.10105 12.92117 -3.14904
H -8.58773 9.95098 -3.42901
H -10.67125 11.09210 4.58664
H -3.21223 8.66613 1.84017
H -9.75779 10.34980 2.48369
H -3.85622 8.76087 10.40610
H -3.24688 8.34689 0.11688
H -4.59580 14.05964 8.10646
H -0.97689 11.05122 1.87890
H -9.52104 9.48520 0.94720
H -2.24018 8.27634 6.72073
H -2.56639 6.93449 5.66785
H -11.30885 13.68637 6.23743
H -2.49768 10.88776 -1.91910
H -8.61168 7.47235 5.74608
H -4.26220 15.28422 6.84647
H -6.66777 4.63484 4.29335
H -5.22380 5.05698 5.11725
H -10.72225 13.59024 -0.04637
H -5.39153 14.08753 6.42960
H -3.12424 12.88013 -1.73614
H -4.61481 8.45602 3.80818
H -11.20061 15.21441 0.46301
H -2.26974 9.91723 2.45230
H -10.50415 12.26677 6.92201
H -10.33154 10.05984 -3.66691
H -12.35611 10.67432 5.81519
H -11.16413 7.75192 1.51451
H -6.15824 7.19381 5.73680
H -13.14859 12.03453 5.24091
H -2.52821 14.85370 5.09765
H -5.73794 9.79270 10.11677
H -8.37453 10.96394 -0.36566
H -5.03517 16.30817 1.40369
H -7.65824 10.23115 -1.82006
H -6.59622 4.54922 6.14220
H -6.25402 16.32872 0.15529
H -3.96698 14.03500 4.56752
H -2.33329 13.27571 4.39728
H -3.77136 8.22256 8.68330
H -2.97752 9.74447 9.23880
H -5.38828 12.37608 -0.82718
H -8.26213 8.91928 2.83304
H -5.75072 11.33760 -2.14878
H -6.61749 7.86773 3.66212
H -3.67250 9.79092 4.94707
H -9.77188 13.19764 2.25869
H -11.71398 8.87325 2.80523
H -4.51551 11.97591 5.85896
H -6.34276 8.26508 8.19606
H -7.48926 14.55330 -0.05556
H -7.12634 13.11937 0.88015
H -2.38646 13.56079 7.04179
H -6.91420 9.90851 7.95930
H -8.70899 5.78954 5.91654
H -8.82845 6.61711 4.33216
H -11.72945 9.42529 1.08390
H -4.55742 10.79544 -1.01741
*
```

The value obtained for the orbital gap is 7.667 eV.

Record 4
Entry from the Open Molecules 2025 dataset: a cluster of 11 separate species, C22H66O11 in total in a non-equilibrium geometry (ωB97M-V/def2-TZVPD).

```
! RIJCOSX wB97M-V def2-TZVPD def2/J DEFGRID3
* xyz 0 1
O -3.92462 -0.00861 0.57258
O 1.11129 -1.44295 4.65859
O 1.40346 1.19924 3.47640
O -1.56276 -0.12472 -1.10039
O -4.70284 -5.47034 -0.03628
O 2.71976 3.80548 -1.27175
O -3.30741 -3.69456 -1.78915
O 2.88421 2.41786 -3.74272
O -2.57074 2.16535 -2.27594
O 0.76523 5.17412 0.26826
O 7.84940 -1.19059 -1.14147
C 2.62053 0.04956 -3.32906
C -4.65470 2.87688 -3.17468
C -0.93889 -1.26649 -0.54425
C -4.21862 -5.34418 1.30881
C -0.69724 4.96298 0.24851
C 5.61798 -1.21266 -0.18527
C -3.51923 1.89234 -3.28138
C 3.81008 1.22745 2.94303
C -3.26670 0.39962 1.80049
C 2.40733 -2.93070 3.40839
C 1.99322 -2.60101 4.77013
C 2.71822 1.30551 4.02457
C -1.05973 3.49517 0.31907
C 6.46791 -1.03079 -1.42843
C 1.97476 1.35382 -3.74860
C 4.73714 2.56927 -0.58855
C -3.99534 -2.51883 -2.08834
C 0.42011 -1.39940 -1.23002
C -3.99900 1.52613 2.50316
C -5.04029 -2.79292 -3.13517
C -4.07991 -3.85102 1.66626
C 3.26880 2.77249 -0.33391
H -4.87377 -0.03849 0.72502
H -5.37405 2.83739 -3.97805
H 5.10332 1.67226 -0.07967
H -0.74612 2.95836 1.21768
H -3.27023 -1.84292 -2.54240
H 1.51358 -3.15903 2.82050
H -5.14342 2.76318 -2.19262
H -4.90843 1.16250 3.00500
H -2.16366 3.48081 0.35551
H 0.96691 6.09105 0.47884
H 1.07398 1.55255 -3.14884
H -2.29949 0.78729 1.48667
H 1.04851 0.32692 3.73547
H -2.06323 1.34460 -2.12116
H -3.05257 1.94145 -4.27549
H -5.35741 -1.92349 -3.71214
H 3.09284 3.10010 0.68919
H 5.34092 3.40481 -0.21853
H -1.10609 5.50160 1.12425
H 8.18043 -1.87551 -1.73418
H 3.39657 -0.20795 -4.05788
H 2.89610 0.49753 4.73719
H 2.71394 1.85104 -0.55513
H 2.89850 -2.08288 2.93230
H 5.79745 -0.46841 0.58712
H 4.98458 2.49589 -1.64926
H 1.38523 -3.35694 5.28343
H 5.82466 -2.19354 0.26002
H 2.09699 4.27266 -0.68321
H 4.56293 -1.24661 -0.47619
H 0.23640 -1.40278 -2.30930
H -5.19490 -6.29024 -0.12322
H -5.07585 -3.38878 1.69096
H 0.96387 -1.05213 5.52910
H -3.93486 0.87950 -3.14417
H -4.24772 3.89342 -3.03803
H 0.93657 -2.31098 -0.94999
H -1.49866 -2.16719 -0.82603
H 6.05832 -1.70316 -2.19340
H -4.69271 -3.56699 -3.82162
H -3.21694 -5.79831 1.42863
H -4.26602 2.34264 1.84322
H 1.90610 -0.77859 -3.31909
H 3.54756 0.36688 2.30468
H 2.97002 2.73874 -2.81932
H -3.45795 -3.29821 0.95702
H -3.63073 -3.69735 2.64760
H 3.98656 2.06200 2.27591
H 1.00754 -0.49863 -1.05428
H 2.87735 -2.43875 5.40362
H 1.63183 1.22862 -4.78004
H 2.80221 2.26367 4.55232
H -1.16844 5.45309 -0.61481
H 3.07895 -3.78571 3.35981
H -3.37821 1.84515 3.35170
H -0.78733 -1.19487 0.52966
H -4.47164 -2.01705 -1.24544
H -3.16415 -0.45442 2.47495
H -5.92560 -3.23898 -2.65940
H -4.86892 -5.81525 2.05535
H 6.24385 -0.03676 -1.84294
H -3.81327 -4.16321 -1.09525
H -2.34508 0.09487 -0.55624
H 3.11145 0.11731 -2.35330
H 4.79687 0.93914 3.33440
H -0.76678 2.91360 -0.54939
*
```

The value obtained for the orbital gap is 9.545 eV. The structure (SMILES) is CCO.CCO.CCO.CCO.CCO.CCO.CCO.CCO.CCO.CCO.CCO. For the energy above the lowest of the compared OMol25 structures with the same formula, charge and spin, the calculation gives 278.9 kJ/mol.